ArH22KrO11 | ωB97M-V with the def2-TZVPD basis set

E_tot ... -4121.962493 Eh
Orbital gap ... 9.607 eV
Energy relative to the best compared isomer or geometry (same formula, charge and spin) ... 0.0 kJ/mol
F_max ... 1.11 eV/A
Spin multiplicity ... 1
Charge ... 0

The geometry in XYZ format:
```
35
Properties=species:S:1:pos:R:3:forces:R:3
Ar 1.054010 2.155882 2.130571 0.039 0.088 0.106
Kr 0.002712 -0.250202 0.008990 -0.173 -0.096 -0.003
O -1.618041 2.393861 -1.498089 -0.156 0.236 0.546
H -2.078656 3.185145 -1.777239 -0.150 0.353 0.027
H -1.724417 1.784057 -2.228200 -0.082 -0.542 -0.608
O -0.198623 -1.440111 3.624529 -0.386 -0.149 -0.079
H -0.542723 -0.553150 3.518987 -0.003 0.382 -0.097
H -0.787955 -1.852584 4.256018 -0.121 -0.247 0.337
O 3.371844 1.169782 -0.912789 0.340 -0.361 0.150
H 2.585227 1.680163 -1.105041 -0.785 0.496 0.025
H 4.085760 1.672026 -1.305610 0.287 -0.059 -0.067
O -1.171353 -3.373967 1.710316 -0.212 -0.399 -0.132
H -0.775516 -2.667620 2.220811 0.228 0.400 0.273
H -0.698816 -3.362434 0.877973 -0.004 -0.036 -0.238
O 2.431317 -1.045453 3.173117 0.338 0.462 0.302
H 1.545008 -1.311030 3.418384 -0.120 -0.097 0.175
H 2.566568 -1.431215 2.307603 0.336 -0.327 -0.503
O -2.133126 0.378740 -3.348477 0.111 0.202 0.030
H -2.789124 0.122404 -3.996704 -0.289 0.020 -0.159
H -1.515004 -0.351903 -3.330706 0.244 -0.258 0.101
O -3.603655 -0.744921 -1.010362 0.025 -0.223 0.094
H -4.485053 -0.432082 -0.806663 -0.252 0.007 0.164
H -3.180247 -0.003986 -1.443915 0.197 0.183 -0.240
O 2.568272 -1.365659 -1.668753 -0.223 -0.729 -0.340
H 2.801705 -0.501234 -1.330362 0.568 0.941 0.158
H 1.995432 -1.184978 -2.414027 -0.099 -0.086 -0.135
O 2.849683 -2.635490 0.722475 0.120 -0.142 0.809
H 2.093266 -3.205547 0.860687 -0.111 -0.266 0.094
H 2.633360 -2.136433 -0.065167 -0.059 0.136 -0.759
O -2.790110 2.384004 1.256378 -0.290 0.218 0.258
H -2.686488 2.031396 0.372538 0.215 -0.086 -0.362
H -2.200771 1.856737 1.795729 0.143 -0.091 0.115
O 1.054963 2.718574 -1.364658 0.988 0.106 -0.125
H 1.237889 3.658122 -1.359937 0.170 0.217 0.030
H 0.102663 2.659107 -1.288408 -0.833 -0.250 0.051
```
Positions in Å, forces in eV/Å.